No. 1
Molecular formula: C21H30N2O5
Method: DFT, ωB97M-V with the def2-TZVPD basis set

Positions of all 58 atoms, in Å:
C  -1.175  4.415  -2.861
C  0.245  4.738  -2.958
O  1.170  3.742  -3.583
C  1.614  2.852  -2.815
C  1.784  1.558  -3.774
H  2.253  2.079  -4.654
H  2.651  1.273  -3.153
C  0.738  0.713  -3.947
N  0.445  0.000  -2.756
C  -0.643  0.323  -1.788
O  -1.213  1.230  -2.029
C  -0.537  -0.534  -0.718
C  -2.064  -1.009  -0.287
N  -2.010  -1.785  0.891
C  -1.068  -2.396  1.494
O  -1.281  -2.977  2.509
C  0.110  -1.775  1.283
C  1.312  -2.157  2.040
C  2.721  -1.932  1.854
C  2.909  -0.731  0.860
C  1.786  -0.446  -0.074
C  0.610  -0.730  0.230
H  2.103  0.380  -0.660
O  4.097  -0.077  0.541
C  5.360  -0.616  1.091
H  5.045  -0.189  2.330
H  5.754  0.270  0.760
H  5.708  -1.517  1.224
O  3.702  -2.094  2.544
C  3.458  -3.150  3.612
H  4.590  -3.446  3.959
H  2.819  -2.866  4.213
H  3.118  -4.126  3.184
H  1.007  -2.938  2.750
C  -3.510  -2.100  1.164
H  -3.796  -2.488  0.378
H  -3.389  -3.120  1.794
C  -4.171  -0.777  2.043
C  -5.581  -1.382  2.175
H  -6.028  -0.450  2.617
H  -6.235  -1.629  1.420
H  -5.523  -1.978  2.941
C  -3.496  -0.434  3.074
H  -4.159  0.340  3.587
H  -3.294  -1.357  3.702
H  -2.578  -0.255  2.995
H  -4.347  -0.131  1.233
H  -2.926  -0.662  -0.648
H  1.136  -0.803  -2.438
H  -0.049  1.543  -4.115
H  0.901  0.032  -4.687
H  0.991  2.591  -2.040
H  2.597  3.086  -2.293
H  0.593  5.134  -1.969
H  0.262  5.751  -3.543
H  -1.658  5.246  -2.240
H  -1.302  3.416  -2.497
H  -1.559  4.344  -3.970

max |F|	0.3268	Eh/bohr
E_HOMO	-0.269	Ha
net charge	0


No. 2
Molecular formula: C5H8N
Method: DFT, ωB97M-V with the def2-TZVPD basis set

Positions of all 14 atoms, in Å:
C  -2.067  0.476  -0.203
C  -1.538  -0.634  0.118
C  0.818  -0.066  -0.820
C  0.831  0.589  0.492
C  2.083  0.058  0.035
N  -0.040  -0.626  0.280
H  -3.139  0.685  -0.204
H  -1.388  1.275  -0.225
H  -2.022  -1.655  0.459
H  0.518  0.205  -1.780
H  0.318  1.505  0.878
H  2.865  0.553  -0.342
H  2.440  -0.943  0.461
H  0.320  -1.422  0.851

max |F|	0.1141	Eh/bohr
structure (SMILES)	C=C[N@H+]1[C@@H]2C[C@@H]21
E_HOMO	-0.569	Ha
net charge	+1